No. 1
The following is a quantum chemistry calculation of a molecular structure, C13H28BrN3O2 in a non-equilibrium geometry, from the Open Molecules 2025 dataset.

Structure (ORCA input):
```
! wB97M-V def2-TZVPD RIJCOSX def2/J DEFGRID3
* xyz 0 1
H -4.307 1.826 -2.476
C 2.609 -0.281 0.041
H 5.507 2.299 1.132
C 6.995 1.568 -0.245
H 4.159 1.480 -0.609
N 1.504 -0.948 0.774
H 5.205 0.004 -0.809
C -4.142 2.797 -0.173
C -4.130 0.949 -1.836
C 2.821 -1.312 -1.137
H 7.398 2.583 -0.161
N 1.760 -2.329 -0.917
H -4.627 0.527 1.578
H 0.991 -0.404 1.460
C 0.816 -1.537 -0.231
C 4.688 0.656 -0.085
H -3.028 1.003 1.083
H 6.152 0.622 1.515
H -5.677 1.323 -0.291
H 7.774 0.808 -0.119
H 2.092 -3.090 -0.332
H -2.137 -2.464 0.488
H -3.859 -1.322 -0.616
C -4.646 -1.902 1.295
H -4.853 -1.444 2.267
H -4.247 3.082 0.879
H -3.052 0.740 -1.866
H -4.096 -2.833 1.516
H 3.807 -1.759 -1.255
Br 4.576 -1.650 2.312
H 2.193 0.706 -0.244
O 3.770 -0.052 0.738
C 5.807 1.320 0.748
H -3.084 2.839 -0.484
H -4.662 3.490 -0.848
O -1.275 -0.612 0.140
C -3.690 -1.017 0.423
C -2.272 -1.433 0.844
H -2.125 -1.409 1.931
H -4.712 0.127 -2.272
C -3.933 0.486 0.725
H 6.654 1.474 -1.290
H -5.556 -2.172 0.752
H -0.758 -1.953 -1.366
N -0.436 -1.428 -0.556
C -4.584 1.317 -0.411
H 2.607 -0.678 -2.013
*
```

Values from the calculation:
**Energy relative to the best compared isomer or geometry (same formula, charge and spin)**: 0.0 kcal per mole

No. 2
The following is a quantum chemistry calculation of C4H7ClN2 in the gas phase in a non-equilibrium geometry, from the Open Molecules 2025 dataset.

Structure (ORCA input):
```
! wB97M-V def2-TZVPD RIJCOSX def2/J DEFGRID3
* xyz 0 1
H 2.933 0.363 -0.458
H 0.474 0.986 -1.204
C -0.437 -0.498 0.362
H 2.208 -1.027 0.414
H 0.724 -0.672 -1.604
C 0.626 -0.006 -0.623
N -2.306 1.360 0.700
H 1.786 0.720 0.875
H -0.094 -0.108 1.406
Cl -3.340 -1.094 0.001
N -2.134 1.391 -0.515
C 2.017 -0.002 0.141
C -2.039 0.121 0.105
H -0.418 -1.533 0.400
*
```

Values from the calculation:
**Structure (SMILES)**: CCCC1(Cl)N=N1
**Energy relative to the best compared isomer or geometry (same formula, charge and spin)**: 90.1 kcal per mole

No. 3
The following is a quantum chemistry calculation of a molecular structure, C26H35N3O12P2S in a non-equilibrium geometry, from the Open Molecules 2025 dataset.

Structure (ORCA input):
```
! wB97M-V def2-TZVPD RIJCOSX def2/J DEFGRID3
* xyz 0 1
C 5.057 1.025 5.367
C 4.748 -1.427 4.840
H 3.815 -6.337 -2.790
C 2.082 -6.369 -1.508
H -5.955 1.868 2.169
H -5.936 -1.342 -0.164
O 2.320 5.976 -6.326
H 0.280 -2.478 -1.642
O -1.309 -0.784 3.647
H -7.616 -0.565 1.301
O 1.761 -6.402 -0.112
C 1.186 0.405 1.783
H 1.149 -5.083 -2.988
C 4.603 -0.001 4.365
H -1.543 5.094 -5.155
H 2.048 -4.198 -1.734
O 3.225 0.352 4.192
H 4.071 -5.596 -1.197
P -1.499 -1.294 2.073
O 0.280 -5.033 -1.093
H 2.157 3.204 -2.403
H -1.055 -1.464 -0.961
C 0.599 -5.714 0.041
H -6.367 1.209 0.529
O 3.930 4.861 -5.204
C 0.902 5.805 -6.376
C -3.285 1.824 -0.128
H 2.175 0.904 1.812
H 4.344 -2.117 4.098
O -2.690 -2.458 1.924
C 1.002 -0.831 -0.325
C -0.872 1.926 -0.596
C -0.662 4.525 -4.856
C -2.184 2.521 -0.827
H 0.535 6.215 -4.286
C -5.130 -1.648 0.538
H -0.156 -2.585 0.074
H 5.795 -1.676 5.016
C -0.659 0.813 0.230
H -6.937 -0.603 2.943
H -1.589 0.138 3.778
H 0.672 5.047 -7.129
C 3.130 1.688 4.442
C 0.589 5.364 -4.972
C 0.283 2.552 -1.289
O 2.163 -1.059 -0.595
C 1.350 2.902 -1.737
C 1.435 -5.081 -1.937
H 6.121 1.244 5.294
O 4.274 2.163 5.003
C -7.270 0.084 2.139
H 1.608 -7.234 -1.982
H -5.615 -2.326 1.275
N -4.428 2.497 -0.440
H 0.406 6.737 -6.644
H 1.343 -0.653 2.089
C -3.121 0.660 0.734
O -0.055 -5.703 1.034
H -0.590 3.629 -5.477
H 5.107 0.128 3.402
C -0.042 -1.872 -0.775
C 3.575 -6.410 -1.729
H 4.816 0.757 6.400
H 4.185 -1.592 5.761
H -4.287 -2.153 0.039
P -4.578 -0.163 1.561
H 3.992 -7.340 -1.340
N 0.711 0.396 0.365
O 1.758 4.605 -4.641
C -6.071 0.946 1.570
C 2.784 5.122 -5.373
H -0.797 4.184 -3.828
H -8.124 0.726 2.427
O 2.173 2.351 4.204
S -4.095 3.748 -1.394
H -2.206 -3.268 1.696
C -1.807 0.156 0.941
N -2.453 3.598 -1.578
H 0.445 0.911 2.431
*
```

no.,Kohn-Sham gap (Ha)
1,0.1842
2,0.3899
3,0.2451